Entry 1:
The following is a quantum chemistry calculation of 4 unconnected molecules or ions with the total composition C6H18O4 at a distorted geometry, from the Open Molecules 2025 dataset.

## Properties
* relative energy (zero: lowest compared OMol25 entry of this formula, charge and spin): 47.8 kcal/mol
* HOMO: -8.56 eV
* gap between HOMO and LUMO: 9.00 eV
* structure (SMILES): C=CCCCCO.O.O.O

Each line ends with the Löwdin charge.
Geometry (Å):
C  -2.963  1.725  -0.645  -0.036
C  -1.894  1.232  -1.270  -0.208
C  -1.154  0.120  -0.595  -0.192
C  0.428  0.272  -0.919  -0.196
C  1.098  -0.967  -0.347  -0.191
C  2.609  -0.940  -0.546  -0.301
O  3.484  -1.083  0.532  -0.062
H  -3.559  1.071  -0.030  0.060
H  -3.315  2.737  -0.791  0.050
H  -1.652  1.544  -2.322  0.117
H  -1.289  -0.964  -0.925  0.092
H  -1.206  0.231  0.490  0.104
H  0.826  1.148  -0.375  0.111
H  0.508  0.444  -1.986  0.104
H  0.622  -1.750  -0.923  0.075
H  0.807  -1.238  0.672  0.121
H  3.013  -0.025  -1.110  0.137
H  2.962  -1.516  -1.391  0.100
H  3.296  -1.927  0.957  0.087
O  -0.936  3.031  1.151  -0.051
H  -0.237  2.900  1.802  0.035
H  -1.419  3.836  1.363  0.041
O  0.499  -0.003  3.360  -0.069
H  1.419  -0.160  3.654  0.049
H  0.238  0.754  3.898  0.030
O  -1.327  -3.211  -1.649  -0.069
H  -0.940  -2.415  -2.043  0.012
H  -2.183  -3.175  -2.107  0.049

Entry 2:
The following is a quantum chemistry calculation of 4 unconnected molecules or ions with the total composition C6H19BrN5O3 at a distorted geometry, from the Open Molecules 2025 dataset.

## Properties
* relative energy (zero: lowest compared OMol25 entry of this formula, charge and spin): 13.3 kcal/mol
* spin multiplicity: 2
* HOMO (alpha / beta): -9.43 / -9.23 eV
* <S²>: 0.754
* gap between HOMO and LUMO (alpha / beta): 9.80 / 4.46 eV

Each line ends with the Löwdin spin population.
Geometry (Å):
Br  3.066  0.146  -1.119  0.883
C  0.382  -3.366  -2.607  0.000
O  -0.472  -2.747  -2.025  0.002
N  1.627  -2.978  -2.570  0.000
N  0.251  -4.551  -3.071  0.000
H  2.301  -3.642  -2.925  0.000
H  1.804  -2.117  -2.073  -0.001
H  -0.633  -4.923  -3.387  0.000
H  1.046  -5.133  -3.293  0.000
C  2.646  0.810  2.969  0.000
O  2.346  0.966  4.125  0.002
N  3.724  1.300  2.400  0.000
N  1.936  0.226  2.120  0.000
H  3.870  1.053  1.432  0.002
H  4.329  1.813  3.025  0.000
H  2.158  0.421  1.155  0.001
H  1.063  -0.112  2.500  0.000
C  -0.003  2.529  0.086  0.008
C  -0.871  1.288  0.354  0.007
C  -2.345  1.537  0.239  0.002
O  -3.021  0.346  0.672  0.002
C  -4.402  0.526  0.816  0.000
N  -0.572  0.281  -0.674  0.076
H  -0.136  2.868  -0.942  0.000
H  1.040  2.296  0.298  0.004
H  -0.337  3.334  0.740  0.000
H  -0.795  0.851  1.349  0.000
H  -2.556  1.822  -0.792  0.000
H  -2.784  2.410  0.721  0.000
H  -4.801  -0.397  1.236  0.000
H  -4.906  0.849  -0.095  0.000
H  -4.555  1.250  1.616  0.000
H  0.435  0.290  -0.753  0.012
H  -0.834  0.753  -1.527  0.001

Entry 3:
The following is a quantum chemistry calculation of 2 unconnected molecules or ions with the total composition C6H19N2O at a distorted geometry, from the Open Molecules 2025 dataset.

## Properties
* relative energy (zero: lowest compared OMol25 entry of this formula, charge and spin): 34.9 kcal/mol
* HOMO: -13.67 eV
* gap between HOMO and LUMO: 10.69 eV
* net charge: +1

Each line ends with the Löwdin charge.
Geometry (Å):
C  -0.304  0.489  1.419  -0.184
N  -0.621  0.363  -0.004  -0.099
C  -1.022  -1.026  -0.418  -0.403
C  -1.446  -0.974  -1.897  -0.052
C  -2.183  -1.623  0.412  -0.044
C  1.105  -0.195  1.690  -0.087
N  2.047  0.095  0.565  0.009
C  2.374  1.555  0.338  0.003
H  -0.311  1.527  1.764  0.124
H  -1.058  0.002  2.064  0.114
H  -1.399  1.030  -0.134  0.146
H  -0.150  -1.663  -0.421  0.118
H  -0.639  -1.113  -2.651  0.098
H  -2.357  -1.532  -2.082  0.075
H  -1.861  0.043  -2.043  0.086
H  -1.847  -2.537  0.935  0.094
H  -2.688  -0.926  1.123  0.090
H  -3.050  -1.831  -0.192  0.065
H  1.491  0.239  2.650  0.152
H  0.776  -1.218  1.708  0.115
H  2.939  -0.399  0.621  0.182
H  1.595  -0.316  -0.261  0.149
H  3.020  1.861  1.199  0.119
H  1.479  2.192  0.332  0.099
H  3.019  1.600  -0.520  0.097
H  0.228  1.606  -2.786  0.052
H  0.116  1.092  -1.443  -0.018
O  0.749  1.658  -1.967  -0.101

Entry 4:
The following is a quantum chemistry calculation of 3 unconnected molecules or ions with the total composition C6H19N3 at a distorted geometry, from the Open Molecules 2025 dataset.

## Properties
* relative energy (zero: lowest compared OMol25 entry of this formula, charge and spin): 36.9 kcal/mol
* HOMO: -7.98 eV
* gap between HOMO and LUMO: 8.89 eV
* structure (SMILES): CC(C)=N.CNC.CN

Each line ends with the Löwdin charge.
Geometry (Å):
C  -1.038  -1.640  -1.489  -0.047
C  -1.090  -1.681  0.008  -0.496
C  -2.457  -1.595  0.624  -0.048
N  -0.022  -1.985  0.636  0.108
H  -0.007  -1.650  -1.834  0.071
H  -1.538  -0.750  -1.867  0.072
H  -1.550  -2.515  -1.893  0.087
H  -2.396  -1.448  1.701  0.080
H  -3.035  -0.788  0.179  0.070
H  -2.992  -2.529  0.442  0.087
H  -0.145  -2.093  1.641  0.067
C  2.296  0.579  -1.087  -0.138
N  1.538  0.333  0.125  -0.244
C  2.253  0.731  1.324  -0.141
H  2.476  1.651  -1.187  0.073
H  1.716  0.246  -1.946  0.066
H  3.271  0.071  -1.103  0.074
H  1.269  -0.682  0.206  0.060
H  2.435  1.808  1.297  0.072
H  1.639  0.499  2.192  0.074
H  3.222  0.224  1.437  0.074
C  -1.208  1.422  0.180  -0.230
N  -0.623  2.745  -0.045  -0.073
H  -1.716  1.445  1.148  0.065
H  -1.980  1.279  -0.578  0.057
H  -0.275  0.666  0.187  0.069
H  -0.151  2.749  -0.945  0.048
H  0.105  2.905  0.644  0.042

DFT total energy in a.u., matching the order above: -540.253763; -3313.454362; -424.481543; -404.210684